Record 1
19
Properties=species:S:1:pos:R:3 method="wB97M-V/def2-TZVPD" homo_ev=-8.37 gap_ev=9.394 largest_force_ev_per_a=6.01 smiles="C=CN(C)[C@@H](C)N" multiplicity=1 total_energy_ha=-307.1022 total_charge=0 lumo_ev=1.02 e_above_lowest_kcal_mol=79.8
C 2.1718 -0.9167 1.2986
C 0.8470 -0.9353 1.3958
N -0.3805 -0.2579 0.4513
C -0.9945 0.9051 1.0787
C -0.0131 -0.2919 -0.8877
C -1.6981 -0.0852 -1.5661
N 0.8581 0.6427 -1.4624
H 2.8078 -1.3547 2.0667
H 2.6882 -0.3827 0.5071
H 0.3660 -1.3650 2.2733
H -1.5114 1.6116 0.4264
H -1.7385 0.5265 1.7831
H -0.2841 1.5250 1.6377
H 0.2351 -1.3031 -1.2149
H -2.4978 -0.5554 -0.9953
H -1.8818 0.9855 -1.6660
H -1.6259 -0.5505 -2.5503
H 0.8635 1.5311 -0.9794
H 1.7884 0.2708 -1.5964

Record 2
120
Properties=species:S:1:pos:R:3 method="wB97M-V/def2-TZVPD" homo_ev="-10.87 / -10.87" gap_ev="8.526 / 3.236" largest_force_ev_per_a=5.99 multiplicity=2 total_energy_ha=-2716.7747 total_charge=+1 lumo_ev="-2.35 / -7.64"
C -4.9027 2.5252 0.4653
C -5.1428 1.0916 0.1004
O -5.8436 0.3824 0.8254
N -4.5202 0.7197 -0.9784
C -4.6083 -0.6162 -1.5441
H -3.9140 2.6277 0.9126
H -5.5751 2.8855 1.2438
H -4.9300 3.1586 -0.4214
H -3.9914 1.3999 -1.5054
H -3.7988 -1.1360 -1.0318
H -4.1935 -0.6341 -2.5519
H -5.6105 -1.0396 -1.6108
C 8.2780 2.3906 1.4443
C 6.7481 2.5035 1.4691
O 6.0783 2.6829 2.4874
N 6.1120 2.4157 0.3027
C 4.6313 2.2732 0.0704
H 8.7369 2.8967 0.5950
H 8.6174 1.3554 1.4761
H 8.6872 2.9103 2.3107
H 6.7489 2.2632 -0.4662
H 4.2191 1.6200 0.8395
H 4.3822 2.1767 -0.9863
H 4.2019 3.2514 0.2872
C -0.0084 0.5105 4.7802
C -0.8308 0.6509 6.0526
O -1.5542 -0.3130 6.3135
N -0.7057 1.6986 6.8042
C -1.3912 1.8515 8.0633
H 0.8536 1.1722 4.8653
H -0.5361 0.8010 3.8717
H 0.3732 -0.4968 4.6129
H -0.2103 2.5248 6.5006
H -2.4545 1.7439 7.8491
H -1.1962 2.8380 8.4839
H -1.0956 1.0631 8.7556
C 3.5224 -1.3606 -2.4174
C 4.4254 -1.8447 -3.5376
O 4.4000 -1.2361 -4.5944
N 5.0578 -3.0031 -3.3186
C 6.0064 -3.5243 -4.2629
H 2.7986 -0.6441 -2.8058
H 4.1514 -0.9680 -1.6184
H 3.0690 -2.2976 -2.0940
H 5.0234 -3.3804 -2.3824
H 6.2656 -4.5791 -4.1719
H 6.9864 -3.0475 -4.2419
H 5.7426 -3.4784 -5.3196
C 0.9991 3.8888 3.2191
C 0.7885 4.0332 1.7920
O 1.6833 4.3038 1.1002
N -0.3995 3.7657 1.2587
C -0.7580 3.9571 -0.1880
H 1.4758 2.9674 3.5536
H 0.0572 3.9531 3.7640
H 1.6131 4.7317 3.5362
H -1.1878 3.6794 1.8842
H -0.7370 5.0073 -0.4792
H -1.7709 3.6142 -0.3990
H -0.1138 3.3992 -0.8676
C -1.5753 -3.4379 4.3589
C -2.0217 -2.4789 3.2563
O -1.8028 -2.7894 2.0904
N -2.5350 -1.2633 3.5358
C -3.1582 -0.2612 2.6490
H -0.4950 -3.5690 4.2960
H -1.9513 -4.4454 4.1806
H -1.9142 -3.1437 5.3522
H -2.6147 -1.0293 4.5151
H -4.1908 -0.0966 2.9567
H -3.1799 -0.6571 1.6336
H -2.5442 0.6390 2.6253
O 2.5237 -0.0728 -0.0004
C 1.2814 0.0111 -0.2588
O 0.8330 -0.2952 -1.4525
C -0.6229 0.0916 -1.5796
C -1.0571 0.2960 -0.1567
C 0.1981 0.6097 0.5749
H -1.1825 -0.6997 -2.0783
H -0.7631 1.0080 -2.1530
H -1.4345 -0.6524 0.2257
H -1.8370 1.0283 0.0520
H 0.1879 0.1984 1.5843
H 0.4023 1.6800 0.5461
O -2.6066 2.5072 -2.8195
C -3.2661 3.2723 -3.4471
O -4.4138 2.9199 -3.9517
C -5.1230 4.0476 -4.5137
C -4.1236 5.1315 -4.5680
C -2.9707 4.7401 -3.6091
H -6.0141 4.2915 -3.9353
H -5.4483 3.8664 -5.5381
H -4.5493 6.0748 -4.2259
H -3.8989 5.3514 -5.6117
H -2.9964 5.1133 -2.5853
H -1.9556 4.8037 -4.0011
O 3.6166 -4.5516 -1.1973
C 2.6115 -4.2055 -0.5383
O 1.4815 -3.9156 -1.1405
C 0.5397 -3.3913 -0.2237
C 1.3045 -3.1107 1.0875
C 2.5658 -3.9513 0.9512
H -0.2190 -4.1657 -0.1102
H 0.1285 -2.5229 -0.7384
H 0.5850 -3.4340 1.8398
H 1.7060 -2.1195 1.2983
H 2.4755 -4.7811 1.6523
H 3.4305 -3.3673 1.2663
O -1.7970 -2.7412 -3.2140
C -1.6176 -3.8676 -3.6221
O -2.6489 -4.7673 -3.9018
C -2.1999 -5.9909 -4.5334
C -0.6599 -5.8115 -4.6531
C -0.2915 -4.4878 -3.9454
H -2.6798 -6.0487 -5.5104
H -2.3799 -6.8448 -3.8804
H -0.1607 -5.7922 -5.6218
H -0.2289 -6.5493 -3.9764
H 0.4381 -3.8207 -4.4044
H 0.0668 -4.6378 -2.9270

Record 3
99
Properties=species:S:1:pos:R:3 method="wB97M-V/def2-TZVPD" homo_ev=-8.80 gap_ev=9.400 largest_force_ev_per_a=0.69 smiles="CCOCOC(=O)N(CCCCCCCCCOC)[PH2]=S.NC(N)=O.NC(N)=O.NC(N)=O.NC(N)=O.NC(N)=O.NC(N)=O" multiplicity=1 total_energy_ha=-2998.4758 total_charge=0 lumo_ev=0.60
C -0.1275 2.4187 -1.0045
C 0.7347 2.2115 -2.2478
O 1.5584 1.0388 -2.1135
C 1.1044 -0.0552 -2.8178
O -0.2685 -0.3354 -2.4863
C -0.6518 -1.0250 -1.4207
O -1.8015 -1.0173 -1.0864
N 0.3710 -1.7812 -0.7557
C 0.1520 -1.8592 0.7254
C 1.0992 -1.0072 1.5590
C 2.6028 -1.2966 1.4262
C 3.3977 -0.2239 0.6694
C 4.7601 -0.7015 0.1613
C 4.6691 -1.8029 -0.9135
C 5.1468 -1.3615 -2.2997
C 5.1689 -2.5160 -3.3166
C 4.3789 -2.2726 -4.6251
O 4.1713 -0.9121 -4.9584
C 5.3390 -0.2295 -5.3813
P 0.5028 -3.3160 -1.4779
S 1.9134 -4.4827 -0.8769
H -0.2694 3.4746 -0.7803
H 0.4021 1.9575 -0.1625
H -1.0957 1.9286 -1.1090
H 0.1171 2.0990 -3.1456
H 1.4153 3.0522 -2.4065
H 1.7483 -0.8958 -2.5547
H 1.0881 0.1020 -3.9000
H -0.8794 -1.5590 0.9152
H 0.2402 -2.9008 1.0594
H 0.9064 0.0550 1.3567
H 0.7850 -1.1883 2.5932
H 3.0137 -1.3626 2.4413
H 2.7619 -2.2810 0.9728
H 3.5498 0.6295 1.3434
H 2.8065 0.1464 -0.1769
H 5.3647 -1.0482 1.0084
H 5.2920 0.1629 -0.2593
H 5.2537 -2.6793 -0.6116
H 3.6294 -2.1415 -0.9840
H 6.1494 -0.9268 -2.1948
H 4.5016 -0.5534 -2.6564
H 4.7416 -3.4109 -2.8473
H 6.2041 -2.7781 -3.5610
H 3.3776 -2.7093 -4.5518
H 4.8868 -2.7753 -5.4613
H 5.1327 0.2518 -6.3420
H 6.1847 -0.9159 -5.5025
H 5.6253 0.5383 -4.6529
H 0.6032 -2.9955 -2.8373
H -0.7946 -3.8414 -1.3616
N -2.3080 6.8503 1.2599
C -1.4191 5.8932 0.8708
N -0.2810 5.8202 1.6251
O -1.6232 5.1641 -0.0889
H -2.1477 7.4573 2.0418
H -3.1701 6.9104 0.7504
H 0.3818 5.1033 1.3941
H -0.0810 6.4355 2.3992
N -5.6494 1.2812 -0.5176
C -4.9657 2.4598 -0.4570
N -3.7144 2.4361 -1.0186
O -5.4243 3.4690 0.0569
H -5.2534 0.4564 -0.9260
H -6.5825 1.2459 -0.1390
H -3.1686 3.2801 -0.9749
H -3.3225 1.6166 -1.4434
N -2.1612 -4.7054 3.7465
C -0.9598 -4.7411 3.0793
N -0.9039 -5.6006 2.0254
O -0.0110 -4.0571 3.4270
H -2.9588 -5.2489 3.4730
H -2.2433 -4.0594 4.5094
H -0.0295 -5.6564 1.5339
H -1.6736 -6.1713 1.7306
N 1.6321 8.1353 0.6359
C 1.7107 8.6459 1.8970
N 2.5842 9.6819 2.0691
O 1.0379 8.2130 2.8232
H 2.1666 8.4888 -0.1341
H 0.9637 7.3985 0.4826
H 2.6580 10.0717 2.9897
H 3.1444 10.0590 1.3291
N -10.4354 2.6064 0.1747
C -9.8300 1.4027 -0.0424
N -10.6410 0.3039 0.0300
O -8.6391 1.3210 -0.2886
H -11.4109 2.7086 0.3771
H -9.8506 3.4208 0.1299
H -10.2167 -0.5900 -0.1292
H -11.6217 0.3539 0.2278
N 0.5862 -9.1233 4.7988
C -0.4566 -8.2728 4.5450
N -0.3523 -7.0283 5.0918
O -1.4159 -8.6061 3.8667
H 1.3864 -8.8667 5.3440
H 0.5344 -10.0422 4.4024
H -1.0962 -6.3846 4.8891
H 0.4349 -6.7106 5.6239

Record 4
19
Properties=species:S:1:pos:R:3 method="wB97M-V/def2-TZVPD" homo_ev=-14.99 gap_ev=10.952 largest_force_ev_per_a=5.14 smiles="COC(=O)C1=N[NH2+]CN1[N+](=O)[O-]" multiplicity=1 total_energy_ha=-676.1220 total_charge=+1 lumo_ev=-4.04 e_above_lowest_kcal_mol=58.1
C 3.3141 0.5776 -0.6403
O 1.9297 0.2783 -0.5215
C 1.2386 0.1973 0.6144
O 1.4534 0.4694 1.7580
C -0.1468 -0.2764 0.2220
N -0.6152 -1.4077 0.4823
N -1.9906 -1.3591 0.1020
C -2.3266 -0.0274 -0.4347
N -1.1184 0.7312 -0.4000
N -1.0948 2.0643 0.0987
O -0.0014 2.5166 0.2201
O -2.1472 2.5605 0.2425
H 3.6980 -0.4363 -1.0619
H 3.7381 0.7544 0.3682
H 3.7323 1.4329 -1.2417
H -2.5101 -1.7477 0.9411
H -2.2527 -2.2112 -0.4967
H -3.0418 0.6303 0.1602
H -2.8763 -0.0641 -1.3979